No. 1
Formula: C10H13NS
Source: the Open Molecules 2025 dataset
Level of theory: ωB97M-V/def2-TZVPD

Structure (XYZ):
```
25
Properties=species:S:1:pos:R:3:forces:R:3
C 0.9638 -1.1430 0.3118 0.3 0.0 -0.7
C 0.5104 0.1483 -0.0848 -1.5 -0.7 2.3
C 2.8864 -0.2042 -0.2249 -0.3 0.6 1.7
C 0.1082 -2.2215 0.1818 -0.9 0.7 0.0
C -1.4622 -0.2003 -1.2112 0.3 0.6 1.4
C -0.9538 0.4268 0.1352 -0.3 0.0 -3.1
C 4.2859 0.1493 -0.3055 0.9 -1.0 -1.8
C -2.8288 -0.6512 -1.0252 -1.7 1.2 -1.0
C -1.4386 1.8568 -0.1258 -0.3 0.6 2.3
C -1.4987 -0.0114 1.4922 -1.6 -0.4 -2.9
N 2.3602 -1.2001 0.3414 0.3 -1.3 -0.7
S 1.7756 1.1390 -0.4519 -0.3 0.8 -0.9
H 0.5744 -3.1952 0.2838 0.5 -0.1 0.1
H 4.7873 -0.3179 -1.1437 0.1 -0.8 -0.1
H 4.3753 1.1284 -0.6283 0.2 2.4 -0.1
H 4.8638 -0.0194 0.5505 0.6 -0.3 1.4
H -3.0143 -1.5088 -1.6066 -0.1 -1.4 -0.6
H -3.6083 0.0358 -1.4718 1.2 -0.1 -0.2
H -3.2241 -0.7373 -0.0537 -0.2 -0.6 1.6
H -0.8293 2.4666 -0.7246 0.5 0.5 -1.6
H -1.3476 2.3574 0.8542 0.0 0.0 -0.1
H -2.5237 1.9328 -0.2930 0.5 -0.2 -0.6
H -1.5821 -1.0795 1.3621 -0.3 -0.4 0.9
H -2.4079 0.5541 1.7189 -0.1 -0.5 0.0
H -0.7720 0.2945 2.1190 2.3 0.5 2.8
```
Positions in Å, forces in eV/Å.

Output
LUMO energy	-0.6	eV
total charge	0
frontier orbital gap	0.2708	Ha
ΔE to the lowest compared entry with this formula, charge and spin	157.8	kcal per mole
strongest force on any atom	3.642	eV Å⁻¹

Results of the Mulliken charge analysis, in e, for atoms 1 through 5:
1 C 0.435
2 C -0.128
3 C 0.783
4 C -1.237
5 C -0.356

---

No. 2
Formula: C10H13NS
Source: the Open Molecules 2025 dataset
Level of theory: ωB97M-V/def2-TZVPD

Structure (XYZ):
```
25
Properties=species:S:1:pos:R:3:forces:R:3
C 0.1139 2.1014 -0.8130 -1.4 -2.3 0.7
C -1.5197 1.7548 -2.8422 -0.1 0.0 0.5
C 0.3780 1.3704 0.3487 0.1 0.6 -1.4
C -2.2592 0.7659 -3.3327 1.3 -2.3 1.1
C -0.6276 1.3537 -1.7387 -1.0 -0.7 -2.3
C -0.6973 -0.0097 -1.7591 1.6 -1.2 2.2
C 2.1076 -0.9855 0.8031 -1.4 -0.6 4.8
C -0.2295 -2.1124 0.9226 4.0 1.0 0.4
C 0.3572 -0.3452 2.8175 0.1 -0.3 -4.9
C 0.6001 -0.8524 1.2845 1.0 0.0 0.5
N -0.0538 0.1030 0.4597 -0.7 3.1 -1.6
S -1.8115 -0.8715 -2.7567 0.4 2.0 1.1
H 0.4067 3.0621 -1.0861 0.5 1.6 0.3
H -1.8006 2.7119 -3.1966 0.3 1.2 0.1
H 1.0013 1.9612 1.0026 0.5 -0.8 0.9
H -3.0039 0.6863 -4.0186 -1.9 0.7 -2.1
H 2.6030 -0.0280 1.0266 0.4 -0.7 0.6
H 2.4869 -1.9781 1.2349 0.2 1.8 -0.7
H 2.0357 -0.9678 -0.1932 0.0 -0.7 -4.0
H -0.3822 -1.9026 -0.0981 -0.6 -0.9 -1.2
H 0.3241 -2.9864 1.1874 0.2 -0.9 -0.2
H -1.0294 -2.0363 1.5197 -3.5 -0.1 1.6
H -0.6923 -0.3249 2.8120 -1.3 0.4 1.0
H 0.8084 -1.0067 3.4151 1.1 -3.0 2.5
H 0.8841 0.5367 3.0006 0.3 1.9 0.0
```
Positions in Å, forces in eV/Å.

Output
LUMO energy (spin up / spin down)	-0.7 / -0.3	eV
total charge	0
frontier orbital gap (spin up / spin down)	0.2566 / 0.2625	Ha
ΔE to the lowest compared entry with this formula, charge and spin	109.0	kcal per mole
strongest force on any atom	5.035	eV Å⁻¹

Results of the Mulliken charge analysis, in e, for atoms 1 through 5:
1 C -1.072
2 C -0.933
3 C 0.129
4 C -0.365
5 C 0.871

---

No. 3
Formula: C10H13O2
Source: the Open Molecules 2025 dataset
Level of theory: ωB97M-V/def2-TZVPD

Structure (XYZ):
```
25
Properties=species:S:1:pos:R:3:forces:R:3
C -3.0087 0.0891 1.2552 -0.4 -0.9 0.1
C -3.0980 -1.1361 0.2862 -0.4 0.5 0.1
O -3.5884 -0.9042 -0.8470 0.1 -0.3 0.1
O -2.6652 -2.2110 0.7669 -0.2 0.0 -0.3
H -2.5294 0.9213 0.7457 0.4 0.0 0.3
H -2.5440 -0.3431 2.1430 0.6 0.7 0.0
H -3.9889 0.4485 1.5884 -0.2 -0.2 -0.3
C -0.0167 -0.0413 -1.4601 -0.3 0.1 0.1
C -0.2275 -1.5315 -1.8226 -0.3 1.5 0.2
C 1.1389 0.3421 -0.5616 0.1 -1.4 -0.2
C 1.9367 -0.5934 0.1005 -1.7 1.1 -1.3
C 1.3001 1.7153 -0.2862 -0.8 0.4 -1.1
C 2.7997 -0.1527 1.0960 1.0 -1.4 0.9
C 2.1749 2.1372 0.6869 0.8 -0.1 0.9
C 2.8906 1.1933 1.4200 -0.2 1.9 0.2
H -0.0764 0.5930 -2.3568 0.6 0.0 -0.2
H -0.9205 0.3110 -0.9485 -0.1 -0.2 0.1
H -0.8991 -1.9131 -1.0532 0.4 -0.8 -0.1
H 1.6931 -1.6162 -0.1287 0.4 -0.4 0.3
H 0.6363 2.4093 -0.7899 0.0 0.1 0.1
H 3.3819 -0.8450 1.6956 -0.1 -0.2 -0.1
H 2.2415 3.2084 0.8627 0.2 -0.1 0.4
H 3.4054 1.4951 2.3288 0.2 0.1 -0.2
H 0.7376 -2.0131 -1.9565 -0.1 -0.4 0.2
H -0.7741 -1.5630 -2.7649 0.0 -0.2 -0.1
```
Positions in Å, forces in eV/Å.

Output
LUMO energy (spin up / spin down)	6.5 / 6.5	eV
⟨S²⟩	0.757
total charge	-2
frontier orbital gap (spin up / spin down)	0.0991 / 0.2876	Ha
ΔE to the lowest compared entry with this formula, charge and spin	13.7	kcal per mole
2S+1	2
strongest force on any atom	2.453	eV Å⁻¹

Results of the Mulliken charge analysis, in e, for atoms 1 through 5:
1 C -0.955
2 C 0.633
3 O -0.725
4 O -0.750
5 H 0.273

---

No. 4
Formula: C10H13O3
Source: the Open Molecules 2025 dataset
Level of theory: ωB97M-V/def2-TZVPD

Structure (XYZ):
```
26
Properties=species:S:1:pos:R:3:forces:R:3
C 0.5408 2.2971 -2.6590 2.4 1.0 2.0
C 0.8190 3.1797 -1.2658 1.1 -1.7 -2.7
C -0.9067 1.8272 -2.8111 0.7 0.0 0.1
O -1.2380 0.7463 -2.2008 0.2 1.0 -0.2
O -1.6181 2.5899 -3.4577 -0.7 0.0 -0.3
H 0.9385 2.9391 -3.4639 -0.9 -0.1 0.0
H 1.3348 1.5274 -2.5790 -0.8 -0.3 0.0
H 0.0695 3.9206 -1.1848 -0.7 0.9 0.2
H 1.8332 3.6297 -1.4543 -1.0 -0.3 0.6
H 0.8355 2.5126 -0.4078 0.0 0.1 0.1
C 1.3886 -3.2499 2.1602 1.4 -1.4 -0.8
C -1.4325 -1.5176 0.1488 2.8 -0.8 0.8
C -0.5064 -2.4830 0.6109 -0.9 -1.6 -0.6
C -1.2021 -0.2796 0.7124 -1.2 0.9 0.3
C 0.2985 -2.3583 1.7107 0.5 2.1 2.8
C -0.5958 -0.1732 2.0019 -0.5 -0.2 -0.3
C 0.1006 -1.2100 2.5700 -0.5 0.5 -2.2
O -1.7265 0.8347 0.2346 -0.2 2.3 -0.9
H -1.9567 -1.7895 -0.7387 -0.5 0.6 -0.4
H -0.5349 -3.4547 0.0666 0.4 0.7 0.4
H -1.4579 1.1715 -0.7680 -0.6 -2.4 1.2
H -0.7510 0.7578 2.5420 0.1 0.0 -0.3
H 2.3616 -3.1434 1.6386 -0.6 0.3 -0.7
H 1.0692 -4.2737 1.8929 0.5 -0.1 1.0
H 0.5014 -0.9513 3.5430 0.5 -0.9 0.0
H 1.8353 -3.0491 3.1584 -1.4 -0.6 0.0
```
Positions in Å, forces in eV/Å.

Output
LUMO energy	3.3	eV
total charge	-1
frontier orbital gap	0.2895	Ha
ΔE to the lowest compared entry with this formula, charge and spin	46.4	kcal per mole
strongest force on any atom	3.480	eV Å⁻¹

Results of the Mulliken charge analysis, in e, for atoms 1 through 5:
1 C -0.414
2 C -0.980
3 C 0.430
4 O -0.698
5 O -0.686